#i
DFT (wB97M-V/def2-TZVPD) results for one molecule with the formula C21H31N5S.

Computed properties:
Kohn-Sham gap ... 7.748 eV
SMILES ... CCN(CC)CCNC(=S)Nc1ccc2nc(N3CCCC3)cc(C)c2c1
HOMO energy ... -7.5 eV
LUMO energy ... 0.01081 hartree

Structure (ORCA input):
```
! wB97M-V def2-TZVPD RIJCOSX def2/J DEFGRID3
* xyz 0 1
C -6.58 -0.09 0.46
C -6.12 -0.89 -0.77
N -4.76 -1.42 -0.76
C -4.60 -2.76 -0.24
C -4.77 -2.96 1.27
C -3.74 -0.49 -0.34
C -3.62 0.69 -1.31
N -2.51 1.54 -0.97
C -2.60 2.55 -0.09
S -4.04 3.17 0.42
N -1.44 3.13 0.34
C -0.13 2.66 0.23
C 0.91 3.59 0.03
C 2.20 3.17 -0.07
C 2.54 1.80 0.02
N 3.83 1.45 -0.10
C 4.15 0.18 0.00
N 5.46 -0.12 -0.14
C 6.04 -1.44 -0.04
C 7.51 -1.22 -0.41
C 7.77 0.21 0.06
C 6.46 0.91 -0.30
C 3.18 -0.84 0.24
C 1.87 -0.51 0.37
C 0.83 -1.57 0.61
C 1.49 0.86 0.25
C 0.17 1.32 0.37
H -6.03 0.84 0.55
H -7.63 0.15 0.35
H -6.45 -0.66 1.38
H -6.79 -1.74 -0.91
H -6.21 -0.25 -1.65
H -5.31 -3.40 -0.77
H -3.59 -3.09 -0.52
H -5.80 -2.79 1.57
H -4.51 -3.98 1.53
H -4.13 -2.28 1.83
H -3.90 -0.08 0.67
H -2.79 -1.03 -0.33
H -3.48 0.32 -2.33
H -4.52 1.31 -1.27
H -1.58 1.23 -1.23
H -1.57 4.03 0.78
H 0.66 4.64 -0.04
H 3.01 3.87 -0.22
H 5.55 -2.14 -0.73
H 5.95 -1.84 0.98
H 8.17 -1.94 0.07
H 7.64 -1.29 -1.49
H 8.63 0.67 -0.43
H 7.92 0.24 1.14
H 6.22 1.76 0.34
H 6.47 1.26 -1.34
H 3.50 -1.87 0.33
H 1.30 -2.55 0.68
H 0.30 -1.37 1.54
H 0.11 -1.59 -0.20
H -0.61 0.61 0.60
*
```

***

#ii
DFT (wB97M-V/def2-TZVPD) results for one molecule with the formula C21H31N5S.

Computed properties:
Kohn-Sham gap ... 7.748 eV
SMILES ... CCCCNC(=S)Nc1ccc2nc(N3CCN(CC)CC3)cc(C)c2c1
HOMO energy ... -7.5 eV
LUMO energy ... 0.01054 hartree

Structure (ORCA input):
```
! wB97M-V def2-TZVPD RIJCOSX def2/J DEFGRID3
* xyz 0 1
C -0.35 -6.07 -3.77
C -0.42 -4.70 -4.43
C 0.95 -4.03 -4.48
C 0.90 -2.65 -5.14
N 0.12 -1.72 -4.37
C -1.10 -1.27 -4.72
S -1.76 -1.51 -6.22
N -1.80 -0.53 -3.82
C -1.54 -0.30 -2.47
C -1.06 -1.33 -1.63
C -0.82 -1.08 -0.30
C -1.05 0.19 0.25
N -0.78 0.37 1.56
C -1.01 1.55 2.11
N -0.78 1.64 3.45
C -0.54 2.89 4.15
C 0.97 3.14 4.24
N 1.59 2.04 4.95
C 2.95 2.27 5.38
C 3.99 2.45 4.27
C 1.37 0.80 4.23
C -0.14 0.54 4.13
C -1.55 2.63 1.36
C -1.84 2.48 0.03
C -2.41 3.61 -0.76
C -1.58 1.22 -0.58
C -1.81 0.94 -1.93
H 0.32 -6.73 -4.31
H -1.34 -6.53 -3.74
H 0.01 -5.98 -2.74
H -1.12 -4.06 -3.88
H -0.80 -4.80 -5.45
H 1.35 -3.93 -3.47
H 1.64 -4.66 -5.05
H 1.91 -2.25 -5.26
H 0.43 -2.72 -6.13
H 0.46 -1.48 -3.45
H -2.58 -0.03 -4.23
H -0.92 -2.32 -2.02
H -0.45 -1.86 0.35
H -1.03 3.72 3.66
H -0.94 2.79 5.16
H 1.16 4.07 4.79
H 1.37 3.26 3.21
H 3.23 1.42 6.00
H 2.94 3.17 6.01
H 3.76 3.31 3.65
H 4.04 1.56 3.64
H 4.97 2.61 4.71
H 1.84 -0.01 4.79
H 1.78 0.82 3.21
H -0.34 -0.37 3.57
H -0.56 0.47 5.14
H -1.76 3.57 1.84
H -3.37 3.33 -1.18
H -1.75 3.88 -1.58
H -2.55 4.49 -0.13
H -2.20 1.71 -2.58
*
```

***

Which structure loses on stability? #i does.

***

#i
DFT (wB97M-V/def2-TZVPD) results for a 2-piece molecular cluster, C5H10O2 overall.

Computed properties:
Kohn-Sham gap (alpha / beta) ... 3.006 / 5.933 eV
HOMO energy (alpha / beta) ... 0.6 / -2.5 eV
LUMO energy (alpha / beta) ... 0.13166 / 0.12477 hartree

Structure (ORCA input):
```
! wB97M-V def2-TZVPD RIJCOSX def2/J DEFGRID3
* xyz -1 2
C -1.35 -1.85 1.10
C -0.94 -0.39 1.09
C 0.22 0.07 0.60
O 1.25 -0.89 0.32
C 0.49 1.38 0.03
C 0.16 2.63 0.54
H -1.34 -2.24 2.12
H -0.67 -2.49 0.54
H -2.34 -2.03 0.66
H -1.73 0.32 1.27
H 1.37 -0.66 -0.61
H 1.17 1.34 -0.82
H -0.63 2.85 1.26
H 0.79 3.50 0.36
H 0.02 -1.13 -3.34
H -0.56 0.03 -2.53
O 0.28 -0.40 -2.75
*
```

***

#ii
DFT (wB97M-V/def2-TZVPD) results for a 2-piece molecular cluster, C5H10O2 overall.

Computed properties:
Kohn-Sham gap (alpha / beta) ... 3.640 / 6.898 eV
HOMO energy (alpha / beta) ... 0.1 / -3.3 eV
LUMO energy (alpha / beta) ... 0.13763 / 0.13187 hartree

Structure (ORCA input):
```
! wB97M-V def2-TZVPD RIJCOSX def2/J DEFGRID3
* xyz -1 2
C 0.29 -1.82 -0.77
C -0.72 -0.87 -0.01
C -0.66 0.44 0.23
O 0.31 1.24 -0.56
C -1.24 1.32 1.34
C -1.89 0.79 2.46
H 0.03 -1.82 -1.74
H 0.27 -2.90 -0.30
H 1.27 -1.33 -0.54
H -1.53 -1.38 0.47
H 0.03 1.19 -1.51
H -1.38 2.35 0.96
H -1.82 -0.24 2.71
H -2.06 1.53 3.30
H 3.23 -0.32 -1.85
H 2.59 1.21 -1.91
O 3.28 0.59 -2.29
*
```

***

Which structure loses on stability? #ii does.

***

#i
DFT (wB97M-V/def2-TZVPD) results for a 2-piece molecular cluster, C4H5N2 overall.

Computed properties:
Kohn-Sham gap (alpha / beta) ... 9.146 / 9.145 eV
HOMO energy (alpha / beta) ... -16.0 / -16.0 eV
LUMO energy (alpha / beta) ... -0.25071 / -0.25072 hartree

Structure (ORCA input):
```
! wB97M-V def2-TZVPD RIJCOSX def2/J DEFGRID3
* xyz 1 1
C 1.54 -1.02 -2.30
C 0.11 0.95 -0.41
C -0.70 -0.26 -0.34
C 0.31 -1.28 -0.33
N 2.21 -0.98 -3.24
N 0.48 -0.11 0.59
H 0.18 -2.21 -0.01
H 0.99 1.12 -0.93
H -0.22 2.01 -0.04
H -1.70 -0.42 -0.10
H 0.38 -0.13 1.59
*
```

***

#ii
DFT (wB97M-V/def2-TZVPD) results for an isolated ion of composition C4H5N2 and charge +1.

Computed properties:
Kohn-Sham gap (alpha / beta) ... 9.351 / 6.640 eV
SMILES ... C=[N+]1C=CC=N1
HOMO energy (alpha / beta) ... -15.6 / -15.2 eV
LUMO energy (alpha / beta) ... -0.22788 / -0.31550 hartree

Structure (ORCA input):
```
! wB97M-V def2-TZVPD RIJCOSX def2/J DEFGRID3
* xyz 1 1
C -0.84 2.05 0.54
N -0.26 0.43 -0.03
C -0.68 -0.82 0.23
C 0.39 -1.61 -0.16
C 1.33 -0.71 -0.73
N 0.92 0.54 -0.63
H -0.24 2.70 0.08
H -1.77 2.13 1.18
H -1.61 -1.08 0.54
H 0.44 -2.74 -0.23
H 2.32 -0.87 -0.80
*
```

***

#iii
DFT (wB97M-V/def2-TZVPD) results for an isolated ion of composition C4H5N2 and charge +1.

Computed properties:
Kohn-Sham gap ... 9.119 eV
SMILES ... C=[N+]1[C@@H]2[C@@H]3N[C@]321
HOMO energy ... -14.3 eV
LUMO energy ... -0.18903 hartree

Structure (ORCA input):
```
! wB97M-V def2-TZVPD RIJCOSX def2/J DEFGRID3
* xyz 1 1
C -1.84 0.56 0.18
N -0.75 0.22 -0.35
C 0.01 -0.97 -0.43
C 1.18 -0.61 0.31
N 1.29 0.77 0.51
C 0.52 0.67 -0.66
H -2.06 1.55 0.26
H -2.46 -0.24 0.35
H -0.21 -1.88 -1.06
H 2.10 -1.18 0.32
H 2.22 1.11 0.57
*
```

***

Which structure loses on stability? #i does.

***

#i
DFT (wB97M-V/def2-TZVPD) results for a 2-piece molecular cluster, C4H14N4 overall.

Computed properties:
Kohn-Sham gap ... 9.448 eV
SMILES ... C/N=C\N.CNCN
HOMO energy ... -8.6 eV
LUMO energy ... 0.03150 hartree

Structure (ORCA input):
```
! wB97M-V def2-TZVPD RIJCOSX def2/J DEFGRID3
* xyz 0 1
C 0.60 -0.47 -2.10
N 0.36 -1.14 -0.82
C 0.42 -2.39 -0.76
N 0.81 -3.25 -1.84
H 1.44 0.21 -1.92
H -0.26 0.16 -2.34
H 0.85 -1.16 -2.89
H 0.07 -2.93 0.12
H 1.72 -3.66 -1.66
H 0.15 -4.00 -1.96
C -0.86 0.20 1.88
N 0.05 1.34 1.88
C -0.51 2.59 1.37
N -0.36 2.73 -0.07
H -0.40 -0.59 2.46
H -1.84 0.45 2.31
H -0.96 -0.15 0.85
H 0.43 1.50 2.79
H -0.01 3.42 1.87
H -1.58 2.68 1.61
H 0.64 2.57 -0.27
H -0.76 1.90 -0.51
*
```

***

#ii
DFT (wB97M-V/def2-TZVPD) results for a 2-piece molecular cluster, C4H14N4 overall.

Computed properties:
Kohn-Sham gap ... 8.992 eV
SMILES ... [H]/N=C(/N)N(C)C.CN
HOMO energy ... -8.3 eV
LUMO energy ... 0.02674 hartree

Structure (ORCA input):
```
! wB97M-V def2-TZVPD RIJCOSX def2/J DEFGRID3
* xyz 0 1
H 1.32 1.49 -1.67
N 1.42 1.66 -0.68
C 0.93 0.79 0.10
N 1.03 1.03 1.46
N 0.51 -0.56 -0.27
C 1.14 -1.69 0.38
C 0.35 -0.78 -1.70
H 1.67 1.78 1.67
H 1.07 0.27 2.11
H 0.55 -2.59 0.17
H 1.17 -1.57 1.45
H 2.17 -1.86 0.01
H -0.21 -1.70 -1.85
H -0.22 0.04 -2.13
H 1.31 -0.86 -2.23
C -2.21 1.13 0.23
N -2.16 -0.22 0.70
H -2.43 1.14 -0.84
H -2.98 1.72 0.74
H -1.16 1.60 0.28
H -2.12 -0.21 1.72
H -1.17 -0.60 0.35
*
```

***

#iii
DFT (wB97M-V/def2-TZVPD) results for a 2-piece molecular cluster, C4H14N4 overall.

Computed properties:
Kohn-Sham gap ... 7.974 eV
HOMO energy ... -7.2 eV
LUMO energy ... 0.02899 hartree

Structure (ORCA input):
```
! wB97M-V def2-TZVPD RIJCOSX def2/J DEFGRID3
* xyz 0 1
C -0.98 -2.26 -0.43
C 1.67 -0.04 1.20
N -0.38 -1.31 0.52
C 0.85 -0.48 0.02
N 1.39 -0.64 -1.13
H -0.18 -1.73 1.42
H 0.78 -1.06 -1.82
H -1.37 -1.68 -1.27
H -0.23 -2.97 -0.79
H -1.79 -2.80 0.06
H 2.31 -0.86 1.53
H 1.04 0.28 2.03
H 2.30 0.79 0.90
C -0.23 2.34 0.39
N -0.69 1.01 0.05
N -1.09 0.91 -1.32
H -1.02 -0.33 0.64
H -1.80 1.61 -1.53
H -0.28 1.11 -1.91
H 0.66 2.62 -0.20
H -1.00 3.11 0.21
H 0.04 2.39 1.44
*
```

***

Which structure loses on stability? #iii does.

***

#i
DFT (wB97M-V/def2-TZVPD) results for a 9-piece molecular cluster, C5H28NO8 overall.

Computed properties:
Kohn-Sham gap ... 10.781 eV
HOMO energy ... -13.2 eV
LUMO energy ... -0.08920 hartree

Structure (ORCA input):
```
! wB97M-V def2-TZVPD RIJCOSX def2/J DEFGRID3
* xyz 1 1
C -0.98 -0.91 -1.90
C 0.51 -0.66 -2.23
C 1.37 -1.14 -1.12
C 2.84 -0.75 -1.24
C 3.48 0.13 -0.49
N 0.61 0.86 -2.44
H -1.60 -0.07 -1.59
H -1.55 -1.37 -2.71
H -1.08 -1.61 -1.07
H 0.57 -1.11 -3.22
H 1.43 -2.23 -1.32
H 0.96 -1.09 -0.12
H 3.44 -1.37 -1.89
H 4.55 0.29 -0.58
H 3.04 0.80 0.25
H 1.56 1.25 -2.44
H 0.08 1.44 -1.72
H 0.27 1.02 -3.38
H -1.58 2.00 -0.10
H -0.28 2.99 -0.01
O -0.70 2.25 -0.47
H -2.99 0.67 1.40
H -1.48 0.07 1.11
O -2.32 0.42 0.75
H -3.89 -1.26 1.75
H -3.00 -2.09 0.98
O -3.38 -2.07 1.86
H -0.55 -2.40 3.27
H -1.99 -1.95 2.89
O -1.15 -1.68 3.32
H -0.23 0.19 3.19
H 1.31 0.59 3.16
O 0.50 0.62 2.67
H -1.51 -4.61 -1.24
H 0.08 -4.88 -1.27
O -0.63 -4.23 -1.14
H 2.61 3.64 -1.37
H 1.66 2.93 -0.45
O 1.70 3.33 -1.31
H -0.25 4.03 2.43
H 0.01 2.43 2.28
O 0.09 3.32 1.87
*
```

***

#ii
DFT (wB97M-V/def2-TZVPD) results for a 8-piece molecular cluster, C5H28NO8 overall.

Computed properties:
Kohn-Sham gap ... 10.476 eV
HOMO energy ... -12.8 eV
LUMO energy ... -0.08626 hartree

Structure (ORCA input):
```
! wB97M-V def2-TZVPD RIJCOSX def2/J DEFGRID3
* xyz 1 1
C 1.35 -1.33 -0.30
C 0.34 -0.29 0.11
C -1.00 -0.44 -0.62
C -1.18 0.89 -1.36
C -0.10 1.13 -2.42
O 0.89 2.12 -2.00
N 0.09 -0.34 1.65
H 0.89 -2.28 -0.63
H 1.74 -1.75 0.66
H 2.04 -1.10 -1.10
H 0.88 0.66 0.13
H -1.83 -0.79 -0.01
H -0.87 -1.28 -1.36
H -0.88 1.63 -0.58
H -2.16 0.87 -1.82
H 0.50 0.30 -2.79
H -0.49 1.58 -3.33
H 1.75 2.05 -2.44
H 0.99 -0.35 2.18
H -0.14 -1.33 1.80
H -0.67 0.33 1.94
H -3.95 -0.37 2.21
H -3.70 -0.84 0.66
O -3.32 -0.66 1.54
H 3.83 -0.76 -0.26
H 4.89 0.33 -0.08
O 4.03 0.02 0.25
H -1.11 2.32 2.70
H -2.42 1.87 1.84
O -1.53 1.68 2.12
H 2.35 0.77 3.32
H 3.12 -0.56 3.68
O 2.25 -0.17 3.48
H -1.18 -4.88 -1.07
H -1.55 -3.50 -1.68
O -0.84 -4.00 -1.25
H 0.88 2.69 0.65
H 1.97 2.45 1.71
O 1.02 2.42 1.57
H -1.45 -1.05 -3.76
H -3.02 -1.06 -3.87
O -2.26 -0.57 -3.54
*
```

***

Which structure loses on stability? #ii does.

***

#i
DFT (wB97M-V/def2-TZVPD) results for an isolated ion of composition C3H5O3 and charge -1.

Computed properties:
Kohn-Sham gap ... 7.375 eV
SMILES ... O=C([O-])CCO
HOMO energy ... -3.7 eV
LUMO energy ... 0.13541 hartree

Structure (ORCA input):
```
! wB97M-V def2-TZVPD RIJCOSX def2/J DEFGRID3
* xyz -1 1
O 1.65 -1.84 -0.67
C 1.03 -1.43 0.32
O 0.78 -2.02 1.34
C 0.56 0.23 0.42
C -0.78 0.32 -0.25
O -0.93 1.75 -0.58
H 1.32 0.77 -0.10
H 0.53 0.41 1.49
H -0.69 -0.26 -1.24
H -1.69 0.13 0.30
H -1.79 1.94 -1.03
*
```

***

#ii
DFT (wB97M-V/def2-TZVPD) results for a 2-piece molecular cluster, C3H5O3 overall.

Computed properties:
Kohn-Sham gap ... 7.741 eV
HOMO energy ... -4.1 eV
LUMO energy ... 0.13466 hartree

Structure (ORCA input):
```
! wB97M-V def2-TZVPD RIJCOSX def2/J DEFGRID3
* xyz -1 1
O 2.27 -0.75 -2.61
C 1.66 -0.03 -1.86
C 0.50 -0.42 -0.98
H 1.93 1.04 -1.74
H 0.78 -1.26 -0.33
H 0.23 0.40 -0.32
H -0.35 -0.72 -1.59
O -0.69 0.06 1.80
C -1.74 0.45 2.35
O -1.98 1.52 2.94
H -2.61 -0.28 2.33
*
```

***

Which structure loses on stability? #i does.